[1]
Here is a cluster of 2 separate species, C3H4N2O5 in total at a distorted geometry from the OMol25 dataset. Energies are from the ωB97M-V functional and the def2-TZVPD basis.

CARTESIAN COORDINATES (ANGSTROEM)
C  -0.97  -0.44  0.07
C  2.90  0.74  0.15
C  -1.08  0.64  -0.85
N  -1.01  -1.76  -0.32
N  -0.65  -0.36  1.42
O  2.57  -0.17  -0.51
O  -0.77  0.68  1.98
O  3.28  1.59  0.79
O  -0.16  -1.38  1.91
O  -0.79  1.96  -0.61
H  -1.11  0.32  -1.87
H  -0.97  -2.12  -1.30
H  -0.56  -2.23  0.57
H  -0.69  2.52  -1.43

The calculation puts the highest occupied orbital energy (alpha / beta) at -0.295 / -0.295 Eh. The value obtained for the LUMO energy (alpha / beta) is -0.397 / -0.397 eV. The calculation puts the relative energy (zero: lowest compared OMol25 entry of this formula, charge and spin) at 2.3516 eV. The value obtained for the frontier orbital gap (alpha / beta) is 7.62 / 7.62 eV. As for the structure (SMILES): N/C(=C/O)[N+](=O)[O-].O=C=O.

***

[2]
Here is the molecule C3H4N2OS at a distorted geometry from the OMol25 dataset. Energies are from the ωB97M-V functional and the def2-TZVPD basis.

CARTESIAN COORDINATES (ANGSTROEM)
C  1.86  -0.40  -1.36
C  -0.12  -0.07  0.11
C  -1.90  0.31  1.48
H  2.47  0.22  -2.04
H  0.66  1.25  -1.24
H  0.16  -1.00  0.61
H  -1.64  -0.71  1.86
N  0.77  0.28  -0.89
N  -1.07  0.73  0.48
O  2.11  -1.55  -1.02
S  -3.30  0.94  2.02

The calculation puts the highest occupied orbital energy at -0.323 Eh. The value obtained for the LUMO energy is -1.042 eV. The calculation puts the relative energy (zero: lowest compared OMol25 entry of this formula, charge and spin) at 1.1995 eV. The value obtained for the frontier orbital gap is 7.75 eV. As for the structure (SMILES): O=CN/C=N/C=S.

***

[3]
Here is the molecule C3H4N2OS at a distorted geometry from the OMol25 dataset. Energies are from the ωB97M-V functional and the def2-TZVPD basis.

CARTESIAN COORDINATES (ANGSTROEM)
C  2.42  1.69  0.00
C  0.38  0.58  -0.44
C  -0.60  -0.52  -0.42
N  1.44  2.49  -0.13
N  0.28  1.85  -0.38
O  -0.45  -1.28  0.69
S  2.05  0.00  -0.11
H  3.43  1.93  0.20
H  -1.54  -0.02  -0.31
H  -0.63  -1.27  -1.31
H  -1.11  -2.02  0.70

The calculation puts the highest occupied orbital energy at -0.372 Eh. The value obtained for the LUMO energy is 0.398 eV. The calculation puts the relative energy (zero: lowest compared OMol25 entry of this formula, charge and spin) at 2.0739 eV. The value obtained for the frontier orbital gap is 10.51 eV. As for the structure (SMILES): OCc1nncs1.

***

[4]
Here is the molecule C3H4N2OS at a distorted geometry from the OMol25 dataset. Energies are from the ωB97M-V functional and the def2-TZVPD basis.

CARTESIAN COORDINATES (ANGSTROEM)
C  2.19  -0.17  -0.03
C  -0.12  0.02  -0.20
C  -2.36  0.36  0.21
H  3.11  -0.69  -0.08
H  0.95  -1.77  0.00
H  0.25  1.14  -0.11
H  -2.00  1.43  0.55
N  1.03  -0.83  0.03
N  -1.20  -0.52  -0.06
O  2.15  1.01  -0.15
S  -3.99  0.04  -0.15

The calculation puts the highest occupied orbital energy at -0.331 Eh. The value obtained for the LUMO energy is -0.949 eV. The calculation puts the relative energy (zero: lowest compared OMol25 entry of this formula, charge and spin) at 2.5042 eV. The value obtained for the frontier orbital gap is 8.06 eV. As for the structure (SMILES): O=CN/C=N/C=S.

***

[5]
Here is the molecule C3H4N2OS at a distorted geometry from the OMol25 dataset. Energies are from the ωB97M-V functional and the def2-TZVPD basis.

CARTESIAN COORDINATES (ANGSTROEM)
C  0.92  -1.13  0.84
C  -1.00  -0.32  -0.66
C  -0.52  1.76  -0.65
H  0.56  -2.14  0.66
H  0.80  -0.88  1.92
H  1.99  -1.07  0.55
H  -1.52  -1.29  -0.81
N  0.15  -0.23  0.02
N  -1.42  0.83  -1.10
O  0.48  1.09  0.06
S  -0.45  3.37  -0.84

The calculation puts the highest occupied orbital energy at -0.308 Eh. The value obtained for the LUMO energy is 0.334 eV. The calculation puts the relative energy (zero: lowest compared OMol25 entry of this formula, charge and spin) at 2.2310 eV. The value obtained for the frontier orbital gap is 8.73 eV. As for the structure (SMILES): Cn1cnc(=S)o1.

***

[6]
Here is a structure of composition C3H4N2OS at a distorted geometry from the OMol25 dataset. Energies are from the ωB97M-V functional and the def2-TZVPD basis.

CARTESIAN COORDINATES (ANGSTROEM)
C  -0.72  -1.16  -0.30
C  0.69  0.98  0.01
C  0.91  -0.81  1.43
H  -2.33  0.38  -0.76
H  -0.40  -2.34  -0.15
H  1.41  1.63  0.55
H  1.47  -0.06  2.10
N  -1.66  -0.73  -0.91
N  0.24  -0.23  0.37
O  0.85  -2.03  1.63
S  -0.14  1.83  -1.12

The calculation puts the highest occupied orbital energy at -0.318 Eh. The value obtained for the LUMO energy is -0.451 eV. The calculation puts the relative energy (zero: lowest compared OMol25 entry of this formula, charge and spin) at 3.7915 eV. The value obtained for the frontier orbital gap is 8.20 eV.

***

[7]
Here is the molecule C3H4N2OS at a distorted geometry from the OMol25 dataset. Energies are from the ωB97M-V functional and the def2-TZVPD basis.

CARTESIAN COORDINATES (ANGSTROEM)
C  -0.44  0.04  0.74
C  -1.13  0.29  -1.29
C  0.62  -0.29  -0.07
H  -0.02  1.36  2.80
H  -1.70  0.60  -2.13
H  0.71  -0.22  -2.19
H  1.83  -1.32  0.86
N  -1.50  0.37  -0.02
N  0.17  -0.10  -1.35
O  1.90  -0.72  0.12
S  -0.43  -0.01  2.52

The calculation puts the highest occupied orbital energy at -0.317 Eh. The value obtained for the LUMO energy is 0.601 eV. The calculation puts the relative energy (zero: lowest compared OMol25 entry of this formula, charge and spin) at 0.7479 eV. The value obtained for the frontier orbital gap is 9.23 eV. As for the structure (SMILES): Oc1[nH]cnc1S.

***

[8]
Here is a cluster of 2 separate species, C3H4N2OS in total at a distorted geometry from the OMol25 dataset. Energies are from the ωB97M-V functional and the def2-TZVPD basis.

CARTESIAN COORDINATES (ANGSTROEM)
C  -2.94  -0.73  0.27
C  0.49  -1.06  -0.52
C  2.04  0.73  0.12
N  -2.46  0.38  0.19
N  1.25  -0.44  0.16
O  -0.27  -1.86  -0.88
S  -1.78  1.74  -0.22
H  -2.99  -1.72  0.59
H  1.60  1.55  -0.51
H  2.14  0.99  1.11
H  2.93  0.43  -0.31

The calculation puts the highest occupied orbital energy (alpha / beta) at -0.321 / -0.321 Eh. The value obtained for the LUMO energy (alpha / beta) is 0.232 / 0.231 eV. The calculation puts the relative energy (zero: lowest compared OMol25 entry of this formula, charge and spin) at 3.1149 eV. The value obtained for the frontier orbital gap (alpha / beta) is 8.98 / 8.98 eV. As for the structure (SMILES): C#[N+][S-].CN=C=O.

***

[9]
Here is the molecule C3H4N2OS at a distorted geometry from the OMol25 dataset. Energies are from the ωB97M-V functional and the def2-TZVPD basis.

CARTESIAN COORDINATES (ANGSTROEM)
C  -0.61  -0.87  0.34
C  1.13  0.81  0.62
C  -0.30  0.82  -1.29
H  -0.69  -2.50  1.26
H  -1.61  -1.02  -0.08
H  1.55  0.18  1.44
H  0.39  1.70  -1.50
N  0.04  -1.72  1.12
N  0.09  0.24  -0.11
O  1.63  1.85  0.33
S  -1.62  0.51  -2.14

The calculation puts the highest occupied orbital energy at -0.340 Eh. The value obtained for the LUMO energy is -0.505 eV. The calculation puts the relative energy (zero: lowest compared OMol25 entry of this formula, charge and spin) at 1.4248 eV. The value obtained for the frontier orbital gap is 8.75 eV. As for the structure (SMILES): [H]/N=C/N(C=O)C=S.

***

[10]
Here is the molecule C3H4N2OS2 at a distorted geometry from the OMol25 dataset. Energies are from the ωB97M-V functional and the def2-TZVPD basis.

CARTESIAN COORDINATES (ANGSTROEM)
C  -0.10  -0.61  1.08
C  -0.08  0.55  0.14
C  -0.43  0.72  -1.16
H  1.11  -2.56  1.88
H  -0.86  -1.32  0.78
H  -0.35  -0.30  2.11
H  0.19  -1.11  -2.41
N  0.01  2.67  -0.40
N  -0.39  2.07  -1.42
O  0.33  1.76  0.60
S  1.54  -1.51  1.17
S  -0.95  -0.36  -2.38

The calculation puts the highest occupied orbital energy at -0.354 Eh. The value obtained for the LUMO energy is 0.194 eV. The calculation puts the relative energy (zero: lowest compared OMol25 entry of this formula, charge and spin) at 2.3654 eV. The value obtained for the frontier orbital gap is 9.82 eV. As for the structure (SMILES): SCc1onnc1S.

***

[11]
Here is the molecule C3H4N2S at a distorted geometry from the OMol25 dataset. Energies are from the ωB97M-V functional and the def2-TZVPD basis.

CARTESIAN COORDINATES (ANGSTROEM)
C  -1.88  -0.75  0.01
C  1.11  1.81  0.18
C  0.33  -0.47  -0.21
N  -0.73  -1.33  0.23
N  0.33  0.95  -0.11
S  -2.19  0.85  -0.38
H  -2.86  -1.41  0.29
H  1.00  2.87  0.35
H  1.36  -0.86  0.17
H  0.35  -0.61  -1.29

The calculation puts the highest occupied orbital energy (alpha / beta) at -0.321 / -0.305 Eh. The value obtained for the LUMO energy (alpha / beta) is -0.981 / -1.510 eV. The calculation puts the relative energy (zero: lowest compared OMol25 entry of this formula, charge and spin) at 4.5748 eV. The value obtained for the frontier orbital gap (alpha / beta) is 7.77 / 6.80 eV.

***

[12]
Here is a structure of composition C3H4N2S at a distorted geometry from the OMol25 dataset. Energies are from the ωB97M-V functional and the def2-TZVPD basis.

CARTESIAN COORDINATES (ANGSTROEM)
C  -0.69  -0.26  -0.14
C  0.29  -1.29  0.02
C  0.16  0.83  -0.16
H  -2.55  1.04  0.45
H  0.08  -2.31  -0.11
H  2.19  1.02  0.13
H  0.01  1.95  0.00
N  1.56  -0.94  -0.06
N  1.40  0.29  -0.05
S  -2.45  -0.34  -0.07

The calculation puts the highest occupied orbital energy at -0.318 Eh. The value obtained for the LUMO energy is 0.671 eV. The calculation puts the relative energy (zero: lowest compared OMol25 entry of this formula, charge and spin) at 2.2498 eV. The value obtained for the frontier orbital gap is 9.32 eV.

***

Repeat the eighth record exactly.
Here is a cluster of 2 separate species, C3H4N2OS in total at a distorted geometry from the OMol25 dataset. Energies are from the ωB97M-V functional and the def2-TZVPD basis.

CARTESIAN COORDINATES (ANGSTROEM)
C  -2.94  -0.73  0.27
C  0.49  -1.06  -0.52
C  2.04  0.73  0.12
N  -2.46  0.38  0.19
N  1.25  -0.44  0.16
O  -0.27  -1.86  -0.88
S  -1.78  1.74  -0.22
H  -2.99  -1.72  0.59
H  1.60  1.55  -0.51
H  2.14  0.99  1.11
H  2.93  0.43  -0.31

The calculation puts the highest occupied orbital energy (alpha / beta) at -0.321 / -0.321 Eh. The value obtained for the LUMO energy (alpha / beta) is 0.232 / 0.231 eV. The calculation puts the relative energy (zero: lowest compared OMol25 entry of this formula, charge and spin) at 3.1149 eV. The value obtained for the frontier orbital gap (alpha / beta) is 8.98 / 8.98 eV. As for the structure (SMILES): C#[N+][S-].CN=C=O.

***

Look up the relative energy (zero: lowest compared OMol25 entry of this formula, charge and spin) of the seventh one.
0.7479 eV